C51H47N8O14 | ωB97M-V with the def2-TZVPD basis set

Computed properties:
Electronic energy = -94205.4575 eV
Net charge = +1

Geometry (Å):
C: 7.875985 -7.566702 1.712115
C: 7.590067 -6.242208 1.322416
C: 6.504204 -5.784667 0.294690
C: 5.202529 -6.627601 0.307946
N: 5.202918 -7.927003 -0.168931
C: 4.078702 -8.724331 -0.222352
C: 2.789328 -8.250372 0.207548
C: 2.669523 -6.884194 0.753617
C: 3.917383 -6.083004 0.784227
C: 3.758523 -4.619443 1.335790
H: 8.773558 -8.068610 1.251337
H: 7.325267 -8.150561 2.497354
H: 8.234828 -5.425521 1.759931
H: 6.263700 -4.709050 0.532921
H: 6.936752 -5.782032 -0.748798
H: 6.063347 -8.350884 -0.526965
H: 4.156200 -9.753288 -0.642658
H: 1.861304 -8.872992 0.151102
H: 1.679998 -6.477341 1.107697
H: 3.944289 -4.540064 2.434257
H: 2.713850 -4.272243 1.095362
H: 4.449907 -3.950222 0.762412
C: -0.087478 -2.791636 -3.835851
C: 0.663922 -3.857264 -3.351546
C: 0.478956 -4.303301 -2.051470
C: -0.465680 -3.676417 -1.247056
C: -1.215250 -2.607766 -1.720671
C: -1.021949 -2.165753 -3.020619
N: -0.683954 -4.154940 0.117298
O: 0.003203 -5.085954 0.519598
O: -1.540069 -3.604506 0.783041
H: 0.056113 -2.448333 -4.854008
H: 1.392529 -4.341291 -3.990833
H: 1.068974 -5.133257 -1.683698
H: -1.948333 -2.114615 -1.094262
H: -1.601193 -1.337557 -3.400550
C: -4.459014 -4.494408 2.481659
C: -4.355431 -4.797609 1.129800
C: -5.476402 -5.208089 0.421618
C: -6.695907 -5.306746 1.077195
C: -6.807983 -5.013179 2.429091
C: -5.682054 -4.605856 3.131907
N: -7.887683 -5.716399 0.325490
O: -7.748102 -5.984441 -0.855022
O: -8.946704 -5.761205 0.923406
H: -3.582203 -4.168483 3.030920
H: -3.399967 -4.710651 0.627859
H: -5.385641 -5.442011 -0.631373
H: -7.756948 -5.093948 2.943583
H: -5.758396 -4.371289 4.186742
C: 0.255898 2.740094 1.615161
C: -0.910031 3.165630 0.989099
C: -1.282096 2.619448 -0.229019
C: -0.480463 1.644249 -0.810909
C: 0.689051 1.217894 -0.196685
C: 1.055808 1.771484 1.022664
N: -0.883638 1.050041 -2.085941
O: -1.905323 1.461909 -2.606733
O: -0.177239 0.170952 -2.557411
H: 0.541464 3.165815 2.569898
H: -1.529735 3.922276 1.454490
H: -2.192149 2.957295 -0.708415
H: 1.317872 0.461886 -0.649810
H: 1.965089 1.445620 1.513513
C: 0.503087 7.641128 -3.788990
C: 1.272366 6.590993 -3.301629
C: 1.099278 6.149883 -1.998143
C: 0.148978 6.765538 -1.193024
C: -0.618730 7.820156 -1.669084
C: -0.437506 8.257540 -2.973185
N: -0.054552 6.285271 0.175801
O: 0.648311 5.367650 0.568490
O: -0.919537 6.822282 0.846581
H: 0.636788 7.979833 -4.810042
H: 2.005556 6.114271 -3.940890
H: 1.703133 5.331161 -1.627945
H: -1.356828 8.306083 -1.043524
H: -1.032646 9.077384 -3.355984
C: 1.655823 9.982282 4.918178
C: 1.925524 11.219860 4.346212
C: 1.330369 11.573957 3.143698
C: 0.463773 10.682056 2.526272
C: 0.193763 9.440435 3.085918
C: 0.794942 9.092163 4.287364
N: -0.186851 11.061531 1.268238
O: 0.085492 12.148982 0.793020
O: -0.966119 10.266366 0.772988
H: 2.118079 9.710654 5.860654
H: 2.598315 11.910265 4.840406
H: 1.546610 12.540066 2.706107
H: -0.478072 8.741075 2.603369
H: 0.589651 8.127299 4.735011
C: 0.232572 -4.931158 4.624373
C: 0.060067 -3.777286 3.868664
C: 0.648686 -2.587055 4.273480
C: 1.411191 -2.565560 5.433349
C: 1.583140 -3.710813 6.199109
C: 0.989123 -4.897582 5.790231
N: 2.055704 -1.314393 5.849325
O: 1.868042 -0.325176 5.162546
O: 2.743970 -1.338266 6.852574
H: -0.224171 -5.860986 4.302735
H: -0.531631 -3.807135 2.961655
H: 0.508330 -1.693676 3.677921
H: 2.173108 -3.695237 7.106671
H: 1.118778 -5.798078 6.378507
C: -4.344159 1.161887 -7.585534
C: -4.505545 2.326372 -8.326777
C: -3.921401 3.509901 -7.897461
C: -3.174650 3.513191 -6.726955
C: -3.014240 2.356999 -5.976306
C: -3.603290 1.177789 -6.409794
N: -2.534036 4.756385 -6.282222
O: -2.710161 5.756778 -6.953994
O: -1.858659 4.715804 -5.268184
H: -4.797227 0.237562 -7.926314
H: -5.085018 2.310347 -9.241878
H: -4.052744 4.411620 -8.481638
H: -2.436574 2.357462 -5.060268
H: -3.482224 0.268786 -5.832854

Atomic forces in eV per Å
0.0 0.2 -0.3
0.1 -0.6 0.0
-1.2 0.4 1.6
-2.0 0.5 0.5
-1.3 0.3 0.3
-1.8 0.7 0.4
1.1 1.7 0.6
2.9 -1.4 -1.1
-0.9 -0.8 0.2
0.1 -0.4 -1.1
0.4 1.2 2.2
-0.8 -0.1 -2.2
0.5 -0.8 -2.2
0.0 -1.2 -0.5
-0.1 -0.2 1.2
-0.2 0.5 0.3
0.3 1.1 0.4
1.3 0.4 -0.1
1.3 -0.4 -0.5
-0.1 -0.1 -0.9
1.0 -0.4 0.4
-0.6 -0.4 0.8
0.0 0.0 0.0
-0.1 0.1 0.1
0.2 -0.2 0.0
0.1 0.2 -0.5
-0.2 0.1 0.1
-0.1 -0.5 -0.2
0.0 0.1 0.0
-0.1 0.1 0.0
0.4 -0.1 0.0
0.0 0.0 0.1
0.0 0.0 0.1
-0.1 0.1 0.1
0.1 -0.2 0.1
0.0 -0.2 0.0
0.0 0.0 0.0
-0.2 -0.1 0.1
0.1 0.0 -0.2
0.5 0.2 0.3
-0.1 0.0 0.2
0.1 0.0 -0.2
-0.4 -0.1 -0.2
0.0 0.1 0.3
0.3 0.0 -0.1
0.0 0.0 0.0
-0.2 0.0 0.1
-0.2 0.0 0.1
0.0 0.0 -0.2
0.0 0.0 -0.1
0.0 -0.2 0.1
0.0 -0.3 0.0
-0.2 0.1 0.0
0.2 0.2 0.5
0.2 -0.2 0.0
-0.2 0.1 0.0
0.1 0.2 0.0
0.2 -0.2 0.0
0.1 0.8 0.1
0.0 0.0 -0.1
0.1 0.0 -0.1
0.1 -0.1 -0.1
-0.2 0.1 -0.1
-0.1 0.0 -0.1
0.0 0.0 0.0
-0.1 0.1 0.1
0.2 -0.2 0.0
0.0 0.2 -0.6
-0.2 0.1 0.1
0.2 -0.1 0.0
0.0 0.1 0.1
0.0 0.5 -0.1
0.2 -0.2 -0.1
0.0 0.0 0.1
0.0 0.0 0.1
-0.1 0.1 0.1
0.1 -0.1 0.1
0.0 -0.1 0.1
0.0 0.0 0.0
-0.1 -0.2 0.0
0.1 0.2 0.0
0.3 -0.2 0.6
-0.2 -0.2 -0.1
0.1 0.2 0.0
-0.1 0.1 -0.3
0.0 -0.3 0.1
0.2 0.1 0.1
0.0 0.0 -0.1
-0.1 0.0 -0.1
-0.1 -0.1 -0.1
0.0 0.2 -0.1
0.0 0.1 -0.1
0.0 0.0 0.0
0.1 -0.1 0.1
0.0 0.1 -0.2
-0.3 -0.5 -0.2
0.1 -0.1 0.2
0.0 0.1 -0.2
0.2 0.4 0.2
0.0 -0.3 0.1
-0.2 -0.1 -0.2
0.0 0.1 0.0
0.0 0.0 0.1
0.1 0.0 0.2
0.0 0.2 -0.1
0.0 0.1 0.0
0.0 0.0 0.0
0.1 -0.1 0.2
-0.1 0.1 -0.2
-0.3 -0.5 -0.2
0.2 -0.1 0.2
-0.1 0.1 -0.2
0.2 0.3 0.1
0.0 -0.3 0.1
-0.1 0.0 -0.2
0.0 0.1 0.0
0.0 0.0 0.1
0.1 0.0 0.2
0.0 0.2 -0.1
0.0 0.1 0.0

Atom charges from the Mulliken analysis, given in e for atoms 1 to 2: atom 1 (C): -0.79, atom 2 (C): -0.20


H2N3P3 | ωB97M-V with the def2-TZVPD basis set

Computed properties:
Electronic energy = -32369.2078 eV

Geometry (Å):
N: -1.168915 0.485325 0.299568
N: 1.391346 0.474976 -0.527620
N: 0.008351 -1.852498 0.341016
P: -1.087900 -0.975854 1.139419
P: 0.621965 -1.063179 -1.035295
P: -0.033873 1.231093 -0.946662
H: -1.876461 1.144972 0.607358
H: 2.145487 0.555166 0.122216

Atomic forces in eV per Å
0.0 0.5 0.5
-0.6 -1.3 -0.7
-0.9 1.9 -0.4
0.8 0.5 -0.9
1.2 0.7 -0.2
-0.4 -2.4 1.0
-0.1 -0.2 0.2
0.1 0.4 0.5

Atom charges from the Mulliken analysis, given in e for atoms 1 to 2: atom 1 (N): -0.30, atom 2 (N): -0.29


C31H45BBr2N2O12P | ωB97M-V with the def2-TZVPD basis set

Computed properties:
Electronic energy = -210469.4637 eV
Net charge = +1

Geometry (Å):
C: 5.987960 -1.020596 0.001421
C: 5.450559 0.430680 0.271502
B: 5.245053 1.243924 -1.073341
O: 6.382291 1.799829 -1.651978
C: 3.783937 1.389666 -1.777925
C: 2.896547 2.181029 -0.805450
N: 1.425213 2.176110 -1.124499
C: 0.742033 2.958953 -0.049485
C: 0.379359 4.411302 -0.419419
C: -0.334836 4.600037 -1.779312
Br: 1.894616 5.656369 -0.295123
C: 0.888528 0.747928 -1.356726
C: 0.926740 -0.014942 -0.018527
C: 0.562434 -1.519226 -0.077909
N: -0.836128 -1.786938 -0.483789
C: -1.556982 -2.324625 0.709897
C: -3.020420 -2.739745 0.314239
C: -0.933967 -2.803111 -1.535387
C: -0.210627 -4.169685 -1.532442
O: -1.646750 -2.560347 -2.443476
C: -0.450786 0.746547 -2.121336
C: -1.688449 1.380722 -1.462872
O: -2.262295 2.183321 -2.049210
Br: -2.423553 0.908166 0.271708
C: 1.941125 0.179367 -2.390143
P: 1.504047 -1.429926 -3.239943
C: 1.037826 -0.984409 -4.984782
C: 3.037277 -2.479710 -3.332720
O: 3.247024 0.055041 -1.832673
H: 7.040457 -1.134112 0.275900
H: 5.449652 -1.695357 0.682354
H: 5.781630 -1.397785 -1.008213
H: 4.527905 0.330911 0.865412
H: 6.176094 0.926562 0.932640
H: 6.646866 1.207349 -2.377168
H: 3.939187 1.860758 -2.762777
H: 3.282073 3.210755 -0.773182
H: 3.099160 1.775974 0.189684
H: 1.352271 2.624838 -2.046481
H: -0.154921 2.502143 0.380828
H: 1.438892 3.054319 0.791476
H: -0.325851 4.728300 0.353555
H: -0.270067 3.750390 -2.472263
H: -1.406294 4.743224 -1.581802
H: -0.020864 5.506840 -2.303731
H: 1.934275 0.015941 0.423329
H: 0.280850 0.413710 0.757923
H: 1.298379 -2.122743 -0.623611
H: 0.656645 -1.877375 0.964528
H: -1.545918 -1.604769 1.531989
H: -1.035580 -3.262972 0.973471
H: -3.619903 -2.684637 1.230359
H: -3.012312 -3.786182 -0.017349
H: -3.419567 -2.131371 -0.501272
H: 0.253046 -4.258497 -2.521535
H: -0.854048 -5.027753 -1.326809
H: 0.633745 -4.162616 -0.824765
H: -0.293914 1.284628 -3.070542
H: -0.769566 -0.268857 -2.415496
H: 2.014472 0.958163 -3.184191
H: 1.815200 -0.375028 -5.472174
H: 0.078130 -0.457873 -5.027038
H: 0.927139 -1.905248 -5.570949
H: 3.845424 -1.903624 -3.802206
H: 2.789065 -3.321189 -3.990290
H: 3.292286 -2.846062 -2.335532
C: -3.525137 7.566682 3.081028
C: -2.478690 6.735256 3.139528
C: -2.445069 5.460409 2.353899
O: -1.453426 4.746432 2.426159
C: -3.598596 5.125349 1.536835
C: -4.650540 5.953551 1.476339
C: -4.675444 7.244537 2.241168
O: -5.645606 7.966858 2.137019
O: -5.722623 5.680911 0.741724
O: -1.408729 6.994757 3.896707
H: -3.560330 8.490565 3.641120
H: -3.564266 4.193608 0.989505
H: -6.334074 6.434341 0.869076
H: -0.797438 6.245618 3.763725
C: -3.087228 -6.968466 2.357985
C: -3.567425 -7.327551 3.556551
C: -2.937517 -6.847847 4.830635
O: -3.423739 -7.187756 5.890004
C: -1.757681 -5.991679 4.733061
C: -1.280172 -5.639289 3.535991
C: -1.926956 -6.097175 2.264939
O: -1.457068 -5.726372 1.200228
O: -0.200064 -4.858881 3.402443
O: -4.624449 -8.123797 3.683882
H: -3.533638 -7.305412 1.432850
H: -1.300571 -5.665587 5.656860
H: -0.066828 -4.757628 2.440783
H: -4.768510 -8.227920 4.645583

Atomic forces in eV per Å
-0.6 -0.2 0.5
-0.3 0.0 0.2
0.8 -0.1 0.7
-0.7 -0.9 -0.3
0.6 -0.3 1.4
1.8 0.2 -0.4
0.1 -0.2 0.3
-0.1 1.6 0.8
-0.6 -0.1 -0.7
-0.5 0.2 0.1
0.0 -0.4 0.1
0.7 -1.6 -0.2
0.1 -0.6 0.3
0.0 -0.1 0.7
1.0 -0.7 0.6
-1.0 -1.0 -1.3
1.0 -0.1 0.7
0.6 -0.7 0.6
1.1 1.0 0.6
-1.4 0.5 -1.6
0.0 0.1 0.7
1.9 -1.9 0.7
-2.2 2.8 -1.9
0.2 -0.2 0.2
0.5 0.1 -0.6
-1.5 -1.4 0.2
0.9 0.3 0.1
-0.1 1.2 -0.6
-0.4 0.8 -0.6
-0.1 0.2 -0.5
0.1 0.1 -0.2
0.3 0.2 0.1
0.2 0.0 -0.2
-0.2 0.1 -0.3
0.2 0.7 -0.1
-0.6 -0.3 0.0
-0.7 0.0 -0.1
-0.7 0.0 -0.1
-0.3 0.3 0.3
0.1 -0.3 -0.7
-0.1 -0.4 -0.2
0.5 0.0 0.1
0.1 0.2 0.2
0.2 -0.2 -0.1
0.2 -0.3 0.1
-0.1 0.1 -0.4
0.0 0.2 -0.5
-0.2 0.4 -0.2
0.2 0.2 -0.3
0.2 0.0 -0.3
-0.1 0.4 0.5
-0.2 0.0 -0.4
-0.1 0.3 0.0
0.0 0.1 0.4
-0.4 -0.1 0.1
-0.1 0.4 0.0
-0.4 -0.2 0.0
-0.3 0.1 0.3
0.4 0.1 0.4
-0.2 -0.3 0.1
-0.3 -0.1 0.0
0.2 -0.1 0.2
0.0 0.1 0.3
0.1 -0.4 0.3
0.0 0.1 0.2
0.1 0.1 -0.2
-0.2 0.0 -0.1
0.1 0.4 0.4
-0.4 -0.3 -0.3
0.2 0.2 0.1
0.4 -0.1 0.1
-0.1 -0.5 -0.4
0.3 0.5 0.5
-0.1 -0.3 -0.2
0.1 0.5 0.3
0.0 -0.5 -0.3
0.0 0.0 0.0
-0.1 0.0 0.0
0.0 -0.1 -0.1
0.0 0.1 0.1
0.2 0.2 -0.2
-0.3 -0.3 -0.5
0.4 0.3 0.3
-0.2 -0.2 -0.2
-0.2 -0.1 0.1
0.3 0.2 0.4
-0.5 -0.4 -0.2
0.3 0.2 0.2
-0.2 -0.1 -0.4
0.3 0.2 0.4
0.0 0.0 0.0
0.0 0.0 0.0
0.0 0.0 0.1
-0.1 0.0 -0.1

Atom charges from the Mulliken analysis, given in e for atoms 1 to 2: atom 1 (C): -1.14, atom 2 (C): -0.12


C23H31N9O2S2Zn | ωB97M-V with the def2-TZVPD basis set

Computed properties:
Electronic energy = -111938.1927 eV
Net charge = +2

Geometry (Å):
Zn: -1.090972 0.000576 0.383971
N: 0.778828 2.500976 1.190371
C: 1.845928 2.130676 2.172371
C: 1.272228 1.349776 3.359071
C: 0.981628 -0.147224 3.155971
N: -0.319472 -0.437124 2.485171
C: 2.157328 -0.800024 2.431071
C: 2.488228 -0.078224 1.127371
N: 1.304528 -0.105224 0.250371
C: 2.918428 1.361476 1.407571
H: -0.100472 2.803976 1.648871
H: 0.582928 1.650576 0.622571
H: 1.114428 3.232976 0.556871
H: 2.264628 3.062476 2.567871
H: 0.392128 1.867176 3.741171
H: 2.024328 1.395476 4.149271
H: 0.925128 -0.590424 4.159271
H: -1.055972 -0.246524 3.163571
H: -0.356072 -1.449624 2.362171
H: 1.945528 -1.849824 2.228171
H: 3.023428 -0.766824 3.091871
H: 3.329928 -0.595324 0.649771
H: 1.160528 -1.071924 -0.035529
H: 1.487428 0.387776 -0.639529
H: 3.136528 1.868676 0.465671
H: 3.841628 1.355576 1.985471
N: 3.448528 -4.766124 -3.826729
C: 2.734828 -3.636824 -3.649429
C: 1.538328 -3.418524 -4.358229
C: 0.773828 -2.299824 -4.120729
C: 1.196428 -1.366224 -3.187129
C: 2.399028 -1.530224 -2.513929
C: 3.154628 -2.658924 -2.731429
S: 0.132628 -0.026224 -2.776529
O: -0.808972 0.328576 -3.789429
O: 0.870528 1.067176 -2.149729
N: -0.742872 -0.538124 -1.440029
C: -1.432672 -1.666824 -1.352429
N: -1.542672 -2.533024 -2.351629
C: -2.257972 -3.617624 -2.135429
C: -2.884072 -3.869324 -0.915729
C: -2.714172 -2.929524 0.081871
N: -1.984972 -1.832224 -0.117329
H: 3.204928 -5.402324 -4.563929
H: 4.354428 -4.872924 -3.402929
H: 1.233428 -4.134524 -5.103929
H: -0.144772 -2.119124 -4.652029
H: 2.761828 -0.750424 -1.864129
H: 4.094328 -2.794424 -2.217729
H: -2.323972 -4.304424 -2.967629
H: -3.463172 -4.761624 -0.755329
H: -3.157872 -3.052324 1.062671
N: -2.834372 1.484676 -2.019929
C: -2.809272 2.160376 -0.883529
N: -2.208672 1.792276 0.243971
C: -2.460572 2.712676 1.256771
C: -2.051572 2.609376 2.583871
C: -2.346872 3.626076 3.476571
C: -3.037372 4.758676 3.060271
C: -3.487872 4.862676 1.756771
C: -3.205872 3.837076 0.868871
S: -3.673072 3.676976 -0.804729
H: -2.201872 0.715976 -2.211929
H: -3.243772 1.911576 -2.838029
H: -1.583072 1.700776 2.921071
H: -2.057872 3.527176 4.511271
H: -3.243372 5.553676 3.759071
H: -4.046772 5.725976 1.437771

Atomic forces in eV per Å
-0.1 1.0 1.5
-0.3 0.1 -0.2
0.5 -0.1 0.5
-0.2 -0.2 -0.1
0.4 0.1 0.2
-0.6 0.0 -0.1
-0.2 0.2 -0.2
0.3 -0.1 0.3
0.6 0.1 -0.1
-0.2 -0.1 0.0
0.2 0.1 -0.2
0.1 0.4 0.2
-0.2 -0.1 0.0
-0.2 -0.1 -0.2
0.0 0.1 0.1
0.0 0.1 0.0
0.0 0.1 -0.2
0.0 -0.1 0.0
0.0 0.0 0.0
0.0 -0.1 0.0
0.0 -0.1 0.0
-0.1 0.1 0.0
-0.1 0.1 0.0
0.0 -0.2 0.3
0.1 0.1 0.0
0.0 0.0 0.0
0.2 -0.2 0.0
-0.3 0.2 0.1
0.1 0.1 0.0
0.1 -0.1 -0.2
-0.5 0.8 0.0
0.2 -0.1 0.0
0.0 0.1 0.1
-0.1 0.0 1.4
0.1 -0.4 -0.6
0.3 -0.2 -0.7
0.8 0.7 -1.4
-0.6 -1.5 -0.4
0.0 0.2 -0.3
-0.1 -0.1 0.4
0.0 0.0 0.1
-0.2 -0.3 -0.1
0.2 0.2 -0.2
0.1 0.0 0.0
-0.1 0.0 -0.1
-0.1 -0.1 -0.1
-0.1 -0.1 -0.1
0.1 0.0 0.1
0.1 0.0 0.1
-0.1 -0.2 0.0
-0.1 -0.1 0.0
0.0 0.0 0.0
0.0 0.0 -0.3
-0.2 0.3 0.0
0.3 -0.8 -0.1
-0.3 0.5 0.2
-0.1 -0.1 -0.2
0.0 0.1 0.0
0.0 -0.1 0.1
0.0 -0.1 -0.2
0.2 -0.3 0.0
0.1 -0.1 0.2
-0.1 0.1 0.2
0.0 0.0 0.1
0.1 -0.1 0.1
0.1 0.0 0.1
0.0 0.0 0.1
-0.1 0.1 0.0

Atom charges from the Mulliken analysis, given in e for atoms 1 to 2: atom 1 (Zn): 0.71, atom 2 (N): 0.38